Entry 1:
Below is a 2-piece molecular cluster, C5H9NO overall at a distorted geometry, with properties calculated with ωB97M-V/def2-TZVPD.

XYZ file:
```
16
C5H9NO ωB97M-V/def2-TZVPD
O 2.971 0.715 2.484
N -2.099 0.070 -0.006
C -0.329 -1.217 -0.332
C 1.209 0.530 -1.450
C -0.169 -0.069 -1.150
C -1.248 0.720 -0.843
C -1.545 -1.142 0.343
H 1.913 0.011 -0.808
H 1.150 1.589 -1.214
H -1.373 1.779 -1.006
H -2.122 -1.932 0.791
H -2.846 0.504 0.498
H 1.566 0.463 -2.479
H 2.621 -0.052 2.031
H 0.278 -2.109 -0.269
H 2.213 0.757 3.105
```

2S+1   1
LUMO level   0.0284 Ha
Charge   0
SMILES string   Cc1cc[nH]c1.O
Frontier orbital gap   9.1 eV
Energy above the lowest of the compared OMol25 structures with the same formula, charge and spin   35.9 kcal per mole


Entry 2:
Below is one molecule with the formula C24H22BrF20O6PS3 at a distorted geometry, with properties calculated with ωB97M-V/def2-TZVPD.

XYZ file:
```
77
C24H22BrF20O6PS3 ωB97M-V/def2-TZVPD
Br 2.673 -0.888 -2.763
S 0.021 0.845 -2.789
S 0.804 -3.302 -2.537
S 1.619 5.613 3.090
P 2.440 -1.287 0.713
F 1.637 7.205 0.890
F 1.551 7.325 3.417
F 0.211 -5.010 -6.338
F 1.581 0.562 3.106
F -1.370 -5.040 -4.551
F -0.024 5.547 3.681
F 3.270 5.765 2.659
F 0.533 -6.739 -2.899
F 2.090 -3.310 -4.947
F -0.514 1.869 2.881
F -1.965 -0.526 2.487
F 2.126 5.404 4.721
F -0.155 -2.544 -5.120
F 2.420 -6.155 -4.323
F 1.135 5.516 -1.082
F 2.647 4.244 0.233
F 1.596 3.912 2.945
F -0.489 6.292 1.478
F 0.598 -7.429 -5.174
F -0.159 -2.011 2.426
O -0.981 1.371 -1.552
O -0.605 1.290 -4.150
O -3.473 -0.294 -1.717
O 2.086 -4.140 -2.147
O -0.081 -0.826 -2.752
O -0.372 -4.077 -1.906
C 0.699 -3.499 -4.386
C 4.876 -2.654 1.317
C 3.658 -2.714 0.170
C 0.102 -4.997 -4.831
C 1.274 4.801 0.245
C -0.516 1.103 -0.187
C 0.804 -1.360 -0.324
C -6.961 -0.731 1.754
C -4.354 -0.033 0.610
C 0.085 3.625 0.184
C -5.624 1.634 2.513
C 0.120 0.495 2.952
C 0.751 2.091 0.034
C 0.977 5.938 1.378
C -0.532 -0.613 1.985
C -0.442 -0.440 0.320
C -1.802 -1.336 -0.100
C -3.169 -0.531 -0.407
C 0.937 -1.486 -1.923
C -5.670 -1.018 0.766
C 3.503 0.264 0.389
C 0.947 -6.266 -4.272
C -6.947 0.651 2.649
C -4.337 1.339 1.527
H 4.647 -0.037 0.264
H 3.181 -3.776 0.273
H -0.608 3.832 -0.766
H 3.476 0.972 1.343
H 4.189 -2.497 -0.846
H -5.689 -2.004 0.124
H 4.599 -1.893 2.165
H 5.847 -2.215 0.780
H -7.873 0.875 3.342
H -3.398 2.072 1.489
H -5.638 2.617 3.171
H -0.627 3.714 1.114
H 5.185 -3.717 1.701
H -0.230 0.155 4.051
H 0.429 -2.463 -0.014
H -1.384 1.580 0.496
H -1.999 -2.223 0.679
H 1.513 2.209 -0.840
H 1.381 1.959 1.003
H -1.619 -1.981 -1.089
H 3.220 0.907 -0.537
H -7.831 -1.530 1.756
```

2S+1   1
LUMO level   -0.0981 Ha
Charge   0
Frontier orbital gap   6.3 eV
Energy above the lowest of the compared OMol25 structures with the same formula, charge and spin   577.5 kcal per mole


Entry 3:
Below is an isolated ion of composition C12H20N3 and charge +1 at a distorted geometry, with properties calculated with ωB97M-V/def2-TZVPD.

XYZ file:
```
35
C12H20N3 ωB97M-V/def2-TZVPD
N -0.215 -0.843 -2.226
N -2.952 1.447 -0.885
N -1.427 -0.855 1.526
C 2.958 0.655 1.282
C -3.947 0.621 -1.400
C 2.294 -0.105 0.054
C -2.658 -1.435 0.966
C -1.993 0.907 -0.206
C -1.046 1.830 0.481
C -1.828 -0.516 0.108
C 2.314 -1.654 0.216
C 0.362 1.341 0.395
C 0.106 -0.317 -1.233
C 3.295 0.176 -1.105
C 0.884 0.276 -0.231
H -2.609 -2.518 0.894
H -1.321 -0.176 2.256
H -0.606 -1.459 1.556
H 3.167 1.094 -1.561
H 3.860 0.192 1.522
H 1.703 -2.132 -0.546
H 3.150 1.678 0.934
H 3.102 -0.587 -1.889
H 1.009 1.902 1.087
H 2.270 0.762 2.047
H -3.645 -0.401 -1.702
H 4.355 -0.014 -0.767
H -1.206 1.872 1.598
H -3.490 -1.030 1.451
H -4.762 0.327 -0.776
H 1.893 -1.863 1.194
H 3.359 -1.970 0.173
H -4.443 1.109 -2.252
H -0.685 -1.091 -3.042
H -1.250 2.777 0.081
```

2S+1   1
LUMO level   -0.1417 Ha
Charge   +1
Frontier orbital gap   7.4 eV
Energy above the lowest of the compared OMol25 structures with the same formula, charge and spin   139.6 kcal per mole


Entry 4:
Below is C17H20F6N2OSr as an isolated structure at a distorted geometry, with properties calculated with ωB97M-V/def2-TZVPD.

XYZ file:
```
47
C17H20F6N2OSr ωB97M-V/def2-TZVPD
Sr -1.128 0.108 -0.291
F 0.962 -2.359 2.754
F -1.203 -2.077 2.490
F -1.482 0.803 4.269
F -0.869 2.093 2.599
F -0.296 -1.698 4.437
F -2.139 0.325 2.255
O 0.473 -0.001 1.359
N 0.989 0.794 -1.740
N 0.750 -1.828 -0.943
C 1.747 -3.983 -0.501
C 1.816 -1.489 -1.715
C 1.942 -0.077 -2.162
C -4.302 0.088 -0.047
C -1.658 2.600 -0.539
C 3.100 1.711 -3.295
C 3.027 0.364 -2.943
C -0.093 -1.558 3.099
C 2.126 2.608 -2.853
C -1.047 0.794 2.993
C -4.383 1.354 -0.899
C 1.078 2.090 -2.085
C 1.383 0.406 3.557
C 0.218 -0.068 2.688
C 2.783 -3.694 -1.390
C 2.834 -2.432 -1.975
C 0.790 -2.987 -0.265
H 3.776 -0.363 -3.258
H 1.721 1.379 3.180
H -1.898 2.808 -1.601
H -4.259 -0.820 -0.665
H -3.506 1.510 -1.527
H 3.914 2.050 -3.920
H 0.034 -3.127 0.512
H -0.867 3.262 -0.166
H 1.670 -4.935 0.017
H 1.081 0.479 4.611
H -4.461 2.233 -0.254
H -5.191 0.037 0.605
H -3.456 0.076 0.652
H 3.661 -2.131 -2.606
H -2.550 2.659 0.104
H 2.206 -0.310 3.447
H 0.260 2.711 -1.724
H 2.135 3.675 -3.079
H 3.558 -4.423 -1.614
H -5.249 1.346 -1.573
```

2S+1   1
LUMO level   -0.0168 Ha
Charge   0
Frontier orbital gap   5.9 eV
Energy above the lowest of the compared OMol25 structures with the same formula, charge and spin   0.0 kcal per mole


Entry 5:
Below is one molecule with the formula C20H26N2O4S at a distorted geometry, with properties calculated with ωB97M-V/def2-TZVPD.

XYZ file:
```
53
C20H26N2O4S ωB97M-V/def2-TZVPD
S -1.313 -2.885 0.863
O -3.830 -0.523 1.929
O -2.450 0.073 -2.316
O -1.840 -0.074 2.828
O -2.124 2.266 -2.030
N 0.195 -0.797 0.822
N 0.981 -2.534 2.223
C 1.101 -0.743 -2.507
C 2.523 -0.673 2.567
C -2.708 0.202 2.043
C 4.060 -2.322 4.184
C -1.768 -1.532 -0.115
C 0.112 -1.957 1.366
C 2.906 -2.810 3.604
C -1.366 1.779 0.580
C -1.917 0.979 -1.730
C -0.854 -0.536 -0.012
C 2.295 -1.205 -1.680
C -2.306 2.436 -4.460
C 0.880 0.768 -2.449
C 4.455 -1.013 3.959
C -3.009 2.548 -3.114
C 0.457 1.323 -1.086
C -2.740 1.412 1.139
C 2.129 -1.989 2.787
C -0.928 0.854 -0.580
C 3.680 -0.196 3.153
H -3.854 1.853 -3.072
H -1.385 2.809 0.223
H 1.910 -0.040 1.950
H -3.108 2.238 1.754
H 4.654 -2.967 4.814
H 1.811 1.266 -2.733
H 1.194 1.052 -0.332
H 1.267 -1.020 -3.552
H -3.356 3.568 -2.936
H -3.806 -1.286 2.528
H 0.428 2.412 -1.164
H -3.466 1.232 0.345
H 2.599 -3.831 3.783
H -2.986 2.738 -5.251
H -2.000 1.407 -4.634
H 0.197 -1.256 -2.175
H -0.629 1.692 1.381
H 2.458 -2.272 -1.820
H -1.428 3.077 -4.481
H 3.197 -0.679 -1.986
H -2.660 -1.576 -0.702
H 5.359 -0.634 4.412
H 3.979 0.827 2.979
H 0.749 -3.473 2.516
H 2.130 -1.024 -0.622
H 0.128 1.037 -3.194
```

2S+1   1
LUMO level   0.0193 Ha
Charge   0
SMILES string   CCCC[C@@](CCC(=O)O)(C(=O)OCC)c1csc(Nc2ccccc2)n1
Frontier orbital gap   8.2 eV
Energy above the lowest of the compared OMol25 structures with the same formula, charge and spin   22.0 kcal per mole


Entry 6:
Below is one molecule with the formula C18H23N3O3 at a distorted geometry, with properties calculated with ωB97M-V/def2-TZVPD.

XYZ file:
```
47
C18H23N3O3 ωB97M-V/def2-TZVPD
O -0.634 -0.856 1.436
O 3.517 -2.081 -0.775
O -7.752 0.848 -0.794
N -1.548 -0.768 -0.551
N -1.935 -0.495 1.625
N 4.322 -0.073 -0.135
C -4.290 -0.094 -1.176
C -0.463 -1.006 0.113
C 0.859 -1.393 -0.425
C -4.714 0.202 1.174
C -5.599 0.230 -1.449
C 7.289 2.030 0.349
C 6.422 2.026 -0.907
C 5.716 -0.357 -0.407
C -6.484 0.544 -0.414
C -6.028 0.527 0.903
C 1.954 -0.438 0.053
C 6.279 0.609 -1.455
C -3.833 -0.111 0.143
C -8.699 1.170 0.196
C 3.333 -0.967 -0.338
C 6.693 1.114 1.413
C -2.458 -0.452 0.426
C 6.551 -0.309 0.877
H -8.854 0.337 0.889
H -8.405 2.062 0.758
H 6.089 -0.951 1.630
H 6.872 2.666 -1.670
H 7.376 3.047 0.738
H 7.259 0.244 -1.766
H 8.292 1.682 0.095
H 1.805 0.556 -0.375
H 7.333 1.106 2.297
H -6.689 0.764 1.722
H 5.627 0.608 -2.331
H 4.103 0.833 0.246
H 5.717 1.497 1.722
H -4.353 0.185 2.191
H 0.801 -1.402 -1.512
H -3.602 -0.338 -1.970
H 1.111 -2.402 -0.088
H 5.725 -1.377 -0.808
H 5.438 2.440 -0.674
H -9.626 1.371 -0.338
H -5.971 0.248 -2.461
H 1.917 -0.353 1.142
H 7.542 -0.709 0.657
```

2S+1   1
LUMO level   0.0245 Ha
Charge   0
SMILES string   COc1ccc(-c2noc(CCC(=O)NC3CCCCC3)n2)cc1
Frontier orbital gap   9.0 eV
Energy above the lowest of the compared OMol25 structures with the same formula, charge and spin   64.0 kcal per mole


Entry 7:
Below is a 2-piece molecular cluster, C2H5N2 overall at a distorted geometry, with properties calculated with ωB97M-V/def2-TZVPD.

XYZ file:
```
9
C2H5N2 ωB97M-V/def2-TZVPD
N -1.614 -0.292 -0.151
N 1.364 0.327 0.311
C -2.782 -0.269 0.067
C 2.116 -0.503 -0.231
H 3.211 -0.369 -0.173
H -3.329 -0.076 0.962
H -3.515 -0.648 -0.783
H 1.570 -1.310 -0.739
H 1.636 1.187 0.838
```

2S+1   1
LUMO level (alpha / beta)   -0.1914 / -0.3473 Ha
Charge   +1
Frontier orbital gap (alpha / beta)   11.3 / 3.6 eV
Energy above the lowest of the compared OMol25 structures with the same formula, charge and spin   113.5 kcal per mole


Entry 8:
Below is one molecule with the formula C2H5NO2 at a distorted geometry, with properties calculated with ωB97M-V/def2-TZVPD.

XYZ file:
```
10
C2H5NO2 ωB97M-V/def2-TZVPD
O -1.862 -0.129 0.046
O 0.214 1.308 0.012
N -0.628 -0.749 -0.117
C 0.427 0.096 0.008
C 1.790 -0.413 0.014
H -1.613 0.881 -0.124
H -0.509 -1.654 0.344
H 1.809 -1.484 -0.283
H 2.418 0.222 -0.704
H 2.171 -0.252 0.997
```

2S+1   1
LUMO level   0.0301 Ha
Charge   0
SMILES string   CC(=O)NO
Frontier orbital gap   10.3 eV
Energy above the lowest of the compared OMol25 structures with the same formula, charge and spin   48.7 kcal per mole